Record 1
Molecular formula: C6H12N2O
Method: DFT, the ωB97M-V functional and the def2-TZVPD basis

The geometry in XYZ format:
```
21
Properties=species:S:1:pos:R:3:lowdin_charge:R:1
C -1.006 -0.922 -1.220 -0.3105
C -1.430 -1.003 0.268 -0.0393
C 1.844 -0.641 0.661 -0.0563
C 1.951 0.115 1.809 -0.1601
C -0.778 0.351 0.403 -0.4066
C 0.014 1.342 -1.763 0.0026
O -1.974 -0.962 -2.208 0.0262
N -0.448 0.436 -0.927 -0.1073
N -0.556 1.170 1.442 0.0594
H -2.723 -0.412 -1.947 0.1107
H -0.215 -1.603 -1.530 0.1565
H -0.321 2.110 1.126 0.0687
H -1.008 -1.828 0.842 0.0991
H -2.517 -1.000 0.398 0.1083
H 1.539 -1.677 0.693 0.0561
H 2.095 -0.235 -0.309 0.0527
H 0.053 1.099 -2.810 0.0526
H 0.331 2.299 -1.389 0.0473
H 0.582 0.746 1.917 0.1044
H 2.561 1.016 1.781 0.0676
H 2.007 -0.402 2.764 0.0680
```

The LUMO energy (spin up / spin down) is 0.411 / 0.412 eV. Its charge is 0. Its spin multiplicity is 1.

=====

Record 2
Molecular formula: C6H12N2O
Method: DFT, the ωB97M-V functional and the def2-TZVPD basis

The geometry in XYZ format:
```
21
Properties=species:S:1:pos:R:3:lowdin_charge:R:1
H 0.304 -2.628 1.355 0.0470
N 0.462 -1.630 1.438 0.0691
C 0.936 -1.110 0.372 -0.2881
N 1.010 0.304 0.217 -0.2321
C 1.860 0.781 -0.864 -0.0906
C 1.078 1.147 1.403 -0.0763
H 1.319 -1.667 -0.493 0.1257
H 1.484 1.706 -1.310 0.0865
H 2.883 0.963 -0.523 0.0810
H 1.956 0.032 -1.647 0.0746
H 0.625 0.587 2.215 0.0735
H 0.602 2.093 1.130 0.0891
H 2.104 1.428 1.647 0.0813
C -2.159 -0.378 -1.579 -0.1074
C -1.824 -0.530 -0.127 -0.1699
C -1.930 0.433 0.793 -0.1891
O -2.455 0.929 1.726 0.1305
H -2.571 0.595 -1.848 0.0734
H -2.910 -1.066 -1.971 0.0705
H -1.282 -0.505 -2.220 0.0597
H -1.493 -1.482 0.286 0.0915
```

The LUMO energy is 0.650 eV. Its charge is 0. Its spin multiplicity is 1.

=====

Record 3
Molecular formula: C6H12N2O
Method: DFT, the ωB97M-V functional and the def2-TZVPD basis

The geometry in XYZ format:
```
21
Properties=species:S:1:pos:R:3:lowdin_charge:R:1
C -2.238 -1.835 -0.132 -0.0456
C -1.054 -1.546 0.728 -0.3650
C 0.270 -1.679 0.447 -0.0901
N 0.935 -1.300 1.586 0.0430
C 0.001 -0.961 2.501 -0.2204
N -1.198 -1.089 2.018 0.0897
H -2.459 -1.018 -0.815 0.0676
H -3.146 -1.919 0.457 0.0715
H -2.097 -2.759 -0.672 0.0694
H 0.826 -1.973 -0.431 0.1217
H 1.936 -1.224 1.621 0.1424
H 0.302 -0.615 3.486 0.1159
C 0.695 2.795 -1.664 -0.0832
C 0.641 1.377 -1.095 -0.3110
O 1.942 0.921 -0.698 -0.1109
H 0.091 2.971 -2.561 0.0711
H 1.707 3.001 -2.005 0.0703
H 0.405 3.515 -0.910 0.0637
H 0.002 1.350 -0.207 0.1059
H 0.280 0.650 -1.813 0.1052
H 2.158 1.338 0.157 0.0887
```

The LUMO energy is 0.695 eV. Its charge is 0. Its spin multiplicity is 1.

=====

Record 4
Molecular formula: C6H12N2O2
Method: DFT, the ωB97M-V functional and the def2-TZVPD basis

The geometry in XYZ format:
```
22
Properties=species:S:1:pos:R:3:lowdin_charge:R:1
C 0.208 -2.036 -2.071 -0.1106
N -0.630 -1.066 -1.380 -0.0700
C -0.072 -0.503 -0.154 -0.5290
C 1.245 0.251 -0.333 -0.0229
C 0.064 -1.671 0.823 -0.2181
O 1.000 -1.842 1.563 0.0909
C -1.172 0.426 0.428 -0.1043
C -0.817 1.085 1.691 -0.1896
N -0.570 1.354 2.803 0.1719
H 0.394 -2.909 -1.429 0.0864
H -0.324 -2.392 -2.962 0.0867
H 1.185 -1.638 -2.398 0.0792
H -0.872 -0.318 -2.026 0.1166
H 1.097 1.079 -1.039 0.0937
H 1.602 0.662 0.620 0.0890
H 2.028 -0.412 -0.723 0.0846
H -0.797 -2.379 0.801 0.1437
H -1.396 1.208 -0.313 0.1314
H -2.099 -0.145 0.584 0.1363
O -0.262 4.056 1.801 -0.1241
H -0.134 3.436 2.617 0.0485
H 0.323 3.756 1.098 0.0096
```

The LUMO energy is 0.529 eV. Its charge is 0. Its spin multiplicity is 1.

=====

Record 5
Molecular formula: C6H12N2O2
Method: DFT, the ωB97M-V functional and the def2-TZVPD basis

The geometry in XYZ format:
```
22
Properties=species:S:1:pos:R:3:lowdin_charge:R:1
C -2.123 0.218 1.520 -0.0407
N -0.738 0.087 0.973 -0.1414
C 0.023 1.291 0.961 -0.1751
C 1.485 0.771 0.779 -0.1232
C 1.544 -0.102 -0.564 -0.1083
C 0.292 -0.787 -0.976 -0.1604
C 0.230 -1.939 -1.998 -0.1240
O -0.815 -1.638 -2.994 -0.0598
N -0.780 -0.668 -0.219 -0.2036
O -1.837 -1.283 -0.494 -0.0707
H -2.527 -0.752 1.192 0.0686
H -2.028 0.314 2.680 0.1175
H -2.621 1.083 1.024 0.0902
H 0.118 1.761 1.906 0.1108
H -0.287 1.903 0.108 0.1349
H 1.765 0.214 1.666 0.1068
H 2.158 1.572 0.725 0.0781
H 2.240 -0.876 -0.419 0.0862
H 1.959 0.475 -1.471 0.1437
H 0.210 -2.774 -1.421 0.0874
H 1.172 -1.922 -2.581 0.1293
H -1.680 -1.906 -2.730 0.0539
```

The LUMO energy is 0.920 eV. Its charge is 0. Its spin multiplicity is 1.

=====

Record 6
Molecular formula: C6H12N2O2
Method: DFT, the ωB97M-V functional and the def2-TZVPD basis

The geometry in XYZ format:
```
22
Properties=species:S:1:pos:R:3:lowdin_charge:R:1
C -1.167 -0.220 1.609 -0.0276
C -1.059 0.113 0.128 -0.4887
N 0.291 0.485 -0.249 -0.0051
C 1.267 -0.585 -0.264 -0.1462
C 2.654 -0.095 -0.640 -0.5195
N 3.247 0.758 0.202 0.1170
O 3.487 -0.912 -1.109 -0.0180
C -1.836 -0.875 -0.785 -0.1213
O -2.900 0.075 -0.957 -0.1018
C -2.128 1.118 -0.344 -0.1233
H -2.222 -0.310 1.897 0.0937
H -0.678 -1.173 1.852 0.0800
H -0.704 0.576 2.209 0.0918
H 0.275 0.941 -1.157 0.1196
H 1.355 -1.019 0.743 0.1323
H 1.022 -1.417 -0.947 0.1252
H 2.758 1.631 0.368 0.0969
H 4.296 0.321 0.161 0.2028
H -1.326 -1.090 -1.738 0.1213
H -2.186 -1.813 -0.330 0.1241
H -2.688 1.648 0.440 0.1249
H -1.759 1.844 -1.087 0.1217
```

The LUMO energy is 0.496 eV. Its charge is 0. Its spin multiplicity is 1.

=====

Record 7
Molecular formula: C6H12N2O2
Method: DFT, the ωB97M-V functional and the def2-TZVPD basis

The geometry in XYZ format:
```
22
Properties=species:S:1:pos:R:3:lowdin_charge:R:1
C -3.517 0.319 0.610 -0.1049
C -2.275 -0.441 0.179 -0.2993
N -1.067 0.307 0.495 -0.0279
C 0.145 -0.390 0.215 -0.2394
C 0.724 -0.482 -1.180 -0.0112
C 1.359 0.431 -0.164 -0.4132
O 1.162 1.790 -0.351 0.0519
C 2.650 0.100 0.520 -0.4662
N 3.538 -0.726 -0.044 0.1357
O 3.202 0.931 1.279 0.0201
H -3.513 0.486 1.697 0.0758
H -3.569 1.298 0.112 0.0728
H -4.424 -0.242 0.347 0.0709
H -2.225 -1.407 0.706 0.1159
H -2.336 -0.677 -0.902 0.1119
H -1.063 1.208 0.024 0.1166
H 0.323 -1.252 0.866 0.1543
H 1.250 -1.383 -1.498 0.0998
H 0.178 0.036 -1.971 0.1193
H 1.750 2.057 -1.072 0.1257
H 3.218 -1.665 -0.243 0.0955
H 4.491 -0.300 0.376 0.1958
```

The LUMO energy is 0.717 eV. Its charge is 0. Its spin multiplicity is 1.

=====

Record 8
Molecular formula: C6H12N2O2
Method: DFT, the ωB97M-V functional and the def2-TZVPD basis

The geometry in XYZ format:
```
22
Properties=species:S:1:pos:R:3:lowdin_charge:R:1
C -6.071 -3.186 -2.496 -0.1050
N -5.275 -2.095 -1.976 -0.1012
C -4.470 -1.354 -2.923 -0.3483
C -3.365 -2.195 -3.459 -0.1754
N -2.505 -2.809 -3.929 0.1647
C -3.968 -0.033 -2.314 -0.1003
C -3.321 -0.059 -0.935 -0.2590
O -4.085 0.240 0.486 -0.1434
C -2.188 -1.004 -0.495 -0.2781
O -2.709 -2.261 -0.353 -0.1251
H -5.425 -3.950 -2.953 0.0839
H -6.771 -2.846 -3.277 0.0787
H -6.639 -3.649 -1.679 0.0867
H -5.600 -1.562 -1.179 0.1174
H -5.067 -1.090 -3.816 0.1461
H -4.831 0.644 -2.238 0.1317
H -3.261 0.417 -3.024 0.1338
H -2.776 0.907 -0.958 0.1283
H -3.554 0.847 1.010 0.0564
H -2.362 -0.560 0.726 0.1869
H -1.424 -0.976 -1.298 0.1353
H -3.751 -1.892 -0.071 0.1858
```

The LUMO energy is 0.421 eV. Its charge is 0. Its spin multiplicity is 1.

=====

Record 9
Molecular formula: C6H12N2OS
Method: DFT, the ωB97M-V functional and the def2-TZVPD basis

The geometry in XYZ format:
```
22
Properties=species:S:1:pos:R:3:lowdin_charge:R:1
C 1.023 0.858 -1.670 -0.2812
C -0.300 -1.475 0.660 -0.0563
C -1.443 0.787 2.451 -0.0309
C 1.132 0.248 -0.515 -0.0675
C -0.158 -0.023 0.225 -0.3330
C -0.378 1.024 1.374 -0.3893
N 1.104 1.071 -2.851 -0.1099
N 1.353 -1.661 -2.532 -0.4181
O -0.505 2.411 0.927 -0.0549
S 1.106 -0.652 -3.693 0.8606
H 0.234 -1.979 -0.205 0.0863
H -1.299 -1.761 0.666 0.0503
H -0.023 -1.638 1.701 0.0828
H -1.522 -0.280 2.560 0.0536
H -2.367 1.084 1.924 0.0940
H -1.162 1.219 3.403 0.0876
H 1.995 -0.026 -0.023 0.1030
H -0.931 0.119 -0.534 0.1377
H 0.592 1.063 1.912 0.1434
H 0.617 -2.360 -2.448 -0.0203
H -1.476 2.407 0.810 0.0801
H 2.408 -0.434 -4.142 -0.0183
```

The LUMO energy is 0.540 eV. Its charge is 0. Its spin multiplicity is 1.

=====

Record 10
Molecular formula: C6H12N2S
Method: DFT, the ωB97M-V functional and the def2-TZVPD basis

The geometry in XYZ format:
```
21
Properties=species:S:1:pos:R:3:lowdin_charge:R:1
C -0.371 -2.594 1.230 -0.3328
S 1.055 -1.668 0.505 0.8647
N 0.388 -0.072 0.592 -0.4117
C 1.238 0.885 1.170 -0.2746
C 1.611 1.818 0.019 -0.0746
N 0.816 1.670 -1.016 0.1243
C -0.110 0.590 -0.720 -0.6356
C -0.285 -0.440 -1.828 -0.0732
C -1.426 1.199 -0.435 -0.0461
H -1.222 -1.880 0.981 0.0531
H -0.161 -2.649 2.280 0.0136
H -0.710 -3.478 0.867 -0.0131
H 2.138 0.280 1.649 0.1212
H 0.638 1.401 1.974 0.1267
H 2.320 2.635 0.116 0.1045
H 0.799 -0.816 -1.866 0.0686
H -0.618 0.113 -2.710 0.0845
H -0.915 -1.314 -1.703 0.0722
H -1.273 2.037 0.156 0.0586
H -2.065 0.535 0.034 0.0647
H -1.847 1.746 -1.295 0.1049
```

The LUMO energy is 0.879 eV. Its charge is 0. Its spin multiplicity is 1.

=====

Record 11
Molecular formula: C6H12N3
Method: DFT, the ωB97M-V functional and the def2-TZVPD basis

The geometry in XYZ format:
```
21
Properties=species:S:1:pos:R:3:lowdin_charge:R:1
C 1.295 1.810 0.284 -0.0070
C 0.098 0.893 0.187 -0.1137
C -1.232 1.210 -0.082 0.0843
C -1.970 0.018 0.070 -0.3080
N -3.221 -0.214 -0.225 0.2287
N -1.126 -1.005 0.310 0.1370
C 0.249 -0.615 0.405 -0.4898
C 0.986 -1.152 -1.127 0.1034
N 0.998 -1.173 1.380 0.1206
H 1.116 2.911 0.318 0.1031
H 2.094 1.719 -0.605 0.1480
H 1.762 1.573 1.151 0.0377
H -1.634 2.171 -0.138 0.1146
H -3.747 0.271 -0.909 0.1333
H -3.571 -1.125 -0.094 0.1182
H -1.377 -1.973 0.464 0.1791
H 0.279 -1.364 -1.819 0.0312
H 1.663 -2.040 -0.810 0.1118
H 1.636 -0.354 -1.429 0.0504
H 1.315 -2.081 1.045 0.0970
H 0.625 -1.075 2.314 0.1201
```

The LUMO energy is -4.073 eV. Its charge is +1. Its spin multiplicity is 1.

=====

Record 12
Molecular formula: C6H12N3O2
Method: DFT, the ωB97M-V functional and the def2-TZVPD basis

The geometry in XYZ format:
```
23
Properties=species:S:1:pos:R:3:lowdin_charge:R:1
H -1.595 0.615 1.024 0.1014
N -0.919 0.073 0.470 0.1694
C -0.395 -1.030 0.712 -0.4842
C 1.013 -1.398 0.169 -0.0549
C 1.401 -0.489 -0.964 -0.1442
C 1.353 0.957 -0.748 -0.3350
N 2.245 1.534 -0.049 0.2330
H 2.104 2.514 0.146 0.0800
C 0.153 1.716 -1.318 -0.3393
N -0.222 1.544 -2.561 0.2674
O -0.442 2.613 -0.595 0.1336
O -0.856 -1.946 1.483 -0.0117
C -1.954 -1.608 2.369 0.0065
H 1.490 -1.371 1.126 0.1381
H 0.842 -2.391 -0.032 0.1019
H 0.819 -0.727 -1.943 0.1431
H 2.493 -0.768 -1.262 0.1693
H 0.350 0.806 -3.031 0.1535
H -1.049 1.882 -3.079 0.1782
H -0.217 2.237 0.379 0.2043
H -1.697 -0.974 3.168 0.0859
H -2.146 -2.560 2.807 0.0946
H -2.771 -1.229 1.728 0.1093
```

The LUMO energy is -4.186 eV. Its charge is +1. Its spin multiplicity is 1.

=====

In kcal/mol, the ΔE to the lowest compared entry with this formula, charge and spin values for the records above are, in order, 123.0; 66.7; 16.3; 38.9; 111.3; 64.8; 57.1; 121.2; 100.4; 52.9; 37.3; 67.2.